# C24H50BFN2O5P

3 unconnected molecules or ions with the total composition C24H50BFN2O5P in a non-equilibrium geometry (ωB97M-V with the def2-TZVPD basis set, the OMol25 dataset).

Values from the calculation:
- total charge = -1
- spin multiplicity = 3
- E_tot (eV) = -51593.5834
- molar mass (g mol⁻¹) = 507.46
- HOMO (spin up / spin down) (eV) = -4.3 / -4.3
- HOMO-LUMO gap (spin up / spin down) (eV) = 6.172 / 5.299
- E_LUMO (spin up / spin down) (eV) = 1.9 / 1.0
- ⟨S²⟩ = 2.010

Cartesian coordinates (Å):
H (1.45, -1.41, 0.56)
H (4.69, 0.78, 2.32)
C (-5.32, -0.60, -1.61)
O (8.87, -2.13, 2.49)
H (-0.67, 2.50, 1.37)
C (5.61, -1.35, -0.28)
H (-1.61, -1.08, 0.52)
C (7.50, 1.34, 0.08)
H (8.23, 2.25, -0.16)
C (-6.09, -1.09, -4.00)
H (-6.16, 3.11, -3.26)
C (-6.36, 2.03, -3.22)
H (-1.31, 2.93, 3.70)
H (-3.01, 2.01, 2.38)
H (-5.19, -2.09, 0.02)
H (1.74, -1.58, 2.28)
H (-6.66, 0.59, -0.34)
C (6.34, -0.62, -1.51)
H (5.54, -2.64, 1.51)
H (-5.73, 0.52, -5.38)
C (0.85, 1.02, 1.81)
H (-3.82, 3.03, -3.30)
H (5.57, -0.63, -2.42)
C (-0.90, -0.25, 0.51)
O (0.01, -0.87, 4.06)
F (5.60, 1.87, -1.62)
C (-4.05, 2.24, -4.02)
H (-7.10, 1.81, -3.99)
C (6.76, 0.95, -1.32)
C (0.94, -1.50, 1.53)
C (-5.26, 0.10, -4.49)
O (6.17, -0.72, 2.13)
H (-1.45, 0.69, 0.39)
H (1.33, 1.17, 0.84)
H (4.85, -2.16, -0.73)
O (-3.24, 0.33, -2.20)
C (-5.49, -1.67, -2.72)
H (-7.15, -1.09, -0.49)
H (0.05, 2.00, 4.29)
B (4.76, -0.28, 1.81)
C (0.04, 2.25, 2.17)
H (-2.93, 0.36, 1.77)
H (8.41, -2.40, 3.35)
C (-1.58, 0.76, 3.51)
H (-4.28, -0.29, -4.82)
H (7.55, 1.19, -2.19)
H (7.30, -1.16, -1.97)
H (6.66, 1.82, 0.78)
H (-1.32, 0.60, 5.73)
H (0.37, -2.44, 1.52)
N (-4.61, 0.64, -2.09)
C (9.06, -2.58, -0.37)
C (-0.70, 2.05, 3.48)
O (4.67, -0.34, 0.30)
H (10.01, -3.27, -0.23)
H (-3.11, 1.78, -4.34)
H (-3.63, -1.70, -0.66)
H (-6.84, 1.90, -2.25)
H (-4.52, -2.13, -2.96)
C (-2.88, 0.97, 2.68)
N (-0.85, -0.45, 3.02)
H (4.04, -1.06, 2.31)
H (-2.72, -0.29, 5.09)
H (-2.76, 1.47, 5.24)
H (-6.14, -2.48, -2.37)
H (-4.48, 2.72, -4.91)
C (-6.72, -0.25, -1.04)
H (-6.10, -1.86, -4.78)
H (1.67, 0.91, 2.54)
C (-5.05, 1.20, -3.41)
H (-4.44, -0.54, 0.42)
H (0.71, 3.12, 2.26)
C (6.32, -1.82, 1.11)
C (-4.59, -1.27, -0.39)
H (9.33, -1.45, -0.47)
H (-7.13, -0.78, -3.85)
C (0.00, -0.28, 1.79)
P (7.95, -2.82, 1.14)
H (-7.45, -0.01, -1.81)
H (-0.30, -0.35, -0.40)
H (8.50, -3.03, -1.32)
H (8.08, 0.46, 0.61)
H (-3.78, 0.67, 3.24)
C (-2.12, 0.62, 4.98)

=====

# C4H4N2

A single C4H4N2 molecule in a non-equilibrium geometry (ωB97M-V with the def2-TZVPD basis set, the OMol25 dataset).

Values from the calculation:
- spin multiplicity = 1
- E_tot (eV) = -7189.1009
- energy relative to the best compared isomer or geometry (same formula, charge and spin) (eV) = 3.5877
- molar mass (g mol⁻¹) = 80.09
- HOMO (eV) = -9.4
- SMILES string = c1cncnc1
- HOMO-LUMO gap (eV) = 9.973
- E_LUMO (eV) = 0.6

Cartesian coordinates (Å):
C (-0.92, 0.00, -1.46)
H (-1.46, 0.43, -2.33)
H (1.24, -0.06, 1.99)
N (-0.70, -1.17, -1.03)
C (0.66, -0.21, 1.06)
C (0.23, -1.32, 0.46)
N (-0.35, 1.46, -0.67)
H (0.23, -2.41, 0.53)
H (0.77, 2.03, 1.05)
C (0.31, 1.25, 0.40)

=====

# C4H10N2OS

A single C4H10N2OS molecule in a non-equilibrium geometry (ωB97M-V with the def2-TZVPD basis set, the OMol25 dataset).

Values from the calculation:
- spin multiplicity = 1
- E_tot (eV) = -20173.3277
- energy relative to the best compared isomer or geometry (same formula, charge and spin) (eV) = 0.5952
- molar mass (g mol⁻¹) = 134.20
- HOMO (eV) = -9.0
- SMILES string = CNC(=O)[C@H](N)CS
- HOMO-LUMO gap (eV) = 9.708
- E_LUMO (eV) = 0.8

Cartesian coordinates (Å):
H (0.52, 0.90, 1.84)
H (-0.29, 1.16, 0.01)
H (0.55, -0.13, 3.21)
H (1.44, -0.62, 0.37)
C (-0.13, 0.42, 2.56)
H (1.15, -1.22, -1.25)
H (-1.72, -0.97, 2.48)
S (2.19, 0.96, -1.18)
H (1.46, 1.41, -2.22)
N (-1.06, 0.27, -1.66)
C (-1.15, -0.76, 0.57)
O (-1.96, -1.55, 0.12)
C (1.07, -0.35, -0.61)
N (-0.98, -0.59, 1.91)
C (-0.36, 0.17, -0.42)
H (-1.25, -0.63, -2.07)
H (-0.72, 1.12, 3.09)
H (-1.93, 0.77, -1.56)

=====

# C2H6NO

A gas-phase ion, C2H6NO (charge +1) in a non-equilibrium geometry (ωB97M-V with the def2-TZVPD basis set, the OMol25 dataset).

Values from the calculation:
- total charge = +1
- spin multiplicity = 1
- E_tot (eV) = -5701.3380
- energy relative to the best compared isomer or geometry (same formula, charge and spin) (eV) = 0.1470
- molar mass (g mol⁻¹) = 60.08
- HOMO (eV) = -15.5
- SMILES string = [NH3+]CC=O
- HOMO-LUMO gap (eV) = 11.475
- E_LUMO (eV) = -4.1

Cartesian coordinates (Å):
H (0.19, 0.60, -1.38)
C (-0.52, -0.17, 0.37)
H (-0.47, -1.14, 0.88)
H (-0.86, -0.66, -1.67)
N (-0.12, -0.32, -1.06)
O (1.45, 1.14, 0.36)
H (0.66, -0.97, -1.16)
C (0.63, 0.63, 1.06)
H (0.54, 0.60, 2.15)
H (-1.49, 0.30, 0.45)

=====

# C33H56FN9O5PS

7 unconnected molecules or ions with the total composition C33H56FN9O5PS in a non-equilibrium geometry (ωB97M-V with the def2-TZVPD basis set, the OMol25 dataset).

Values from the calculation:
- total charge = +1
- spin multiplicity = 1
- E_tot (eV) = -81607.8606
- molar mass (g mol⁻¹) = 740.91
- HOMO (eV) = -12.5
- HOMO-LUMO gap (eV) = 7.120
- E_LUMO (eV) = -5.3

Cartesian coordinates (Å):
H (-4.12, 1.32, -2.89)
H (0.14, -5.29, 0.89)
C (-2.86, -3.35, -7.70)
P (4.19, 0.58, 2.51)
H (7.21, -2.40, 7.63)
H (-3.36, 1.77, 1.79)
C (-6.00, 6.11, -4.68)
C (-2.41, 1.73, -5.12)
H (-3.40, -5.69, 2.96)
H (-6.93, 4.32, -5.47)
C (-4.34, -5.21, 2.67)
H (-3.05, -3.74, 4.67)
H (-2.21, -2.74, -8.33)
C (5.84, 3.86, 1.52)
H (4.37, -2.78, 6.56)
H (-3.59, -3.42, -5.68)
H (-5.89, -3.99, 3.55)
C (5.95, -3.96, 5.67)
H (6.24, 0.29, 1.79)
F (1.29, 0.24, 1.33)
H (-1.20, 2.13, -3.39)
C (-4.01, -3.33, 4.35)
H (-2.94, 1.81, -1.68)
H (-3.37, -1.80, -6.31)
H (6.37, -1.29, 6.54)
C (-5.26, 4.79, -6.73)
C (-2.93, -2.79, -6.28)
H (6.91, -4.39, 5.96)
C (-2.08, 1.53, -3.64)
H (5.29, -4.77, 5.38)
H (-1.83, 0.49, -3.45)
H (5.03, 2.39, 0.05)
N (6.30, -2.35, 3.61)
H (7.03, 2.87, -0.76)
N (3.80, 0.24, 3.97)
H (-4.53, 4.18, -6.17)
H (-7.15, 5.75, -6.46)
C (-0.62, 2.13, 0.34)
H (0.55, 4.76, 0.62)
C (2.52, 4.28, 1.56)
H (-2.48, -4.37, -7.71)
C (-0.48, -4.50, 1.32)
C (4.71, 3.75, 2.62)
H (2.06, -2.49, 2.54)
C (-5.04, 5.38, -3.81)
N (-2.51, 1.46, 1.31)
H (4.53, 4.13, -0.31)
C (1.10, -3.88, 3.80)
C (-4.93, -4.44, 3.84)
C (1.73, 1.54, 1.40)
N (-4.48, 0.24, -5.79)
N (-3.90, -3.58, 0.64)
C (-3.23, 1.94, -2.72)
H (-6.87, 6.40, -4.09)
C (6.23, -2.04, 7.32)
H (-1.55, 1.44, -5.74)
H (6.69, 3.16, 1.76)
H (-1.92, 0.99, 2.01)
H (-5.02, -6.00, 2.35)
H (-4.74, 5.65, -7.14)
H (-0.32, -2.46, 1.96)
C (-3.58, 0.89, -5.50)
H (4.59, 0.33, 4.61)
O (6.44, 3.63, -0.88)
H (3.86, -0.26, 0.58)
H (4.63, 4.73, 3.15)
C (5.34, -3.18, 6.84)
N (-4.30, 4.82, -3.13)
H (-3.83, -2.58, 3.59)
C (-1.55, -2.70, -5.61)
S (2.92, 6.07, 1.57)
C (1.20, 3.95, 0.99)
O (-0.65, 1.34, -0.56)
H (-0.89, -2.05, -6.18)
C (1.53, -3.42, 2.45)
H (-2.64, 2.77, -5.33)
C (0.33, -3.22, 1.54)
N (0.76, -4.23, 4.84)
H (-5.52, 7.02, -5.05)
H (-3.50, 2.98, -2.87)
C (-6.43, 5.21, -5.85)
H (-1.31, -4.31, 0.65)
N (3.40, 3.31, 2.03)
H (-3.86, -3.37, -8.15)
N (-0.47, -5.10, -5.44)
C (-0.94, -4.05, -5.51)
C (6.15, -3.05, 4.51)
H (2.67, 6.52, 2.85)
O (5.81, 0.94, 2.39)
H (-5.61, 4.18, -7.56)
H (5.17, -3.87, 7.68)
C (-4.09, -4.30, 1.53)
H (0.68, -2.86, 0.57)
H (6.28, 4.90, 1.47)
H (-5.14, -5.13, 4.66)
H (-4.46, -2.83, 5.21)
H (5.77, -1.53, 8.17)
H (-0.90, -4.86, 2.26)
C (3.06, 1.97, 1.95)
H (-1.65, -2.29, -4.60)
O (-1.81, 2.63, 0.88)
H (2.22, -4.16, 2.03)
H (4.96, 2.99, 3.42)
O (3.97, -0.72, 1.44)
C (0.77, 2.55, 0.92)
C (5.36, 3.47, 0.05)

=====

# C6H33NO12

12 unconnected molecules or ions with the total composition C6H33NO12 in a non-equilibrium geometry (ωB97M-V with the def2-TZVPD basis set, the OMol25 dataset).

Values from the calculation:
- spin multiplicity = 1
- E_tot (eV) = -32811.9940
- energy relative to the best compared isomer or geometry (same formula, charge and spin) (eV) = 8.2077
- molar mass (g mol⁻¹) = 311.32
- HOMO (eV) = -8.3
- SMILES string = C=CC[C@H](C=O)NC.O.O.O.O.O.O.O.O.O.O.O
- HOMO-LUMO gap (eV) = 8.087
- E_LUMO (eV) = -0.2

Cartesian coordinates (Å):
H (1.50, 0.51, -1.54)
H (0.56, 2.19, 0.56)
H (0.33, -0.36, 4.31)
O (-1.23, 0.69, -3.29)
H (-4.39, 0.93, -1.53)
H (-3.20, -0.63, -0.20)
H (0.29, -2.59, 1.70)
O (-2.68, -2.36, 3.29)
H (-3.31, 1.93, -2.09)
H (-2.36, -4.28, 0.36)
C (0.69, 1.16, 1.06)
O (1.85, -4.74, -0.23)
C (-2.23, -0.68, -0.70)
H (-2.00, 3.37, -0.86)
C (0.91, -0.16, -1.10)
O (-1.65, -4.07, 1.11)
H (-1.67, -1.61, -0.59)
O (-3.74, 1.09, -2.26)
H (1.32, 1.25, -3.47)
H (-2.93, -1.57, 3.68)
H (-2.53, -0.74, -1.78)
H (1.72, 1.04, 1.07)
H (-0.82, 1.42, -3.78)
H (1.65, 3.06, -0.41)
H (0.12, 2.04, 2.87)
H (0.81, -0.94, 2.58)
O (1.25, -2.70, 1.83)
O (1.25, 3.43, -1.25)
H (1.34, -3.35, 2.52)
H (3.05, -1.70, 2.28)
O (3.07, -0.73, 2.49)
C (0.32, 1.06, 2.55)
H (-1.07, 0.94, -1.18)
H (4.14, 1.91, -0.48)
H (1.88, -3.97, 0.37)
H (-2.50, -2.21, 2.35)
H (2.06, 3.49, -1.91)
H (-0.95, 4.00, -1.71)
O (3.36, 2.32, 0.00)
O (-1.81, 3.69, -1.67)
O (0.80, -1.36, -1.39)
H (-1.19, -3.23, 1.19)
H (0.15, -0.89, 0.73)
H (0.73, 2.88, -3.55)
H (3.19, -0.67, 3.47)
N (-1.26, 0.37, -0.36)
C (0.09, 0.03, 0.22)
H (3.91, 2.77, 0.62)
C (0.33, -0.15, 3.22)
O (1.15, 2.06, -4.02)
H (1.41, -4.27, -1.04)
H (-1.71, 0.31, -4.03)

=====

# C18H29AuN3O4V

A molecular structure, C18H29AuN3O4V in a non-equilibrium geometry (ωB97M-V with the def2-TZVPD basis set, the OMol25 dataset).

Values from the calculation:
- total charge = +2
- spin multiplicity = 1
- E_tot (eV) = -61158.1583
- molar mass (g mol⁻¹) = 599.36
- HOMO (spin up / spin down) (eV) = -13.1 / -13.1
- HOMO-LUMO gap (spin up / spin down) (eV) = 2.945 / 2.972
- E_LUMO (spin up / spin down) (eV) = -10.2 / -10.2

Cartesian coordinates (Å):
C (-0.12, 1.86, -2.96)
H (-2.72, 1.16, -3.24)
C (-0.54, -4.64, 0.28)
C (-1.35, -3.05, -1.46)
C (1.02, 2.64, 2.97)
H (1.15, -4.08, -1.82)
H (0.42, -0.28, -4.48)
H (-2.93, 0.30, -0.83)
C (0.40, 1.49, 2.24)
C (0.79, 2.78, 4.37)
H (2.59, 5.62, 4.93)
H (-1.36, -2.00, -1.79)
H (1.21, 3.92, 6.14)
C (-1.99, 0.85, -0.72)
H (-1.57, -4.69, 0.67)
C (2.81, 0.85, -1.08)
C (0.28, -0.54, -3.42)
H (0.84, 1.95, -2.43)
C (1.82, 3.57, 2.31)
N (1.99, -0.03, -0.86)
O (-0.35, 0.68, 2.86)
V (0.28, -0.41, -0.05)
H (2.01, 3.43, 1.24)
H (-1.14, -3.69, -2.33)
H (-2.34, -3.31, -1.09)
H (-2.14, 1.86, -1.13)
H (-1.49, -2.41, 2.33)
H (-2.51, -0.60, -3.40)
H (-2.39, -2.56, 0.79)
H (0.05, 2.07, -4.02)
N (-0.27, -2.21, 0.60)
C (-0.28, -3.30, -0.40)
C (-1.57, -2.03, 1.30)
C (-0.69, 0.45, -2.81)
H (2.97, 5.38, 2.46)
H (-0.28, 1.25, 4.33)
H (-0.11, -1.57, -3.39)
H (-1.79, 0.97, 0.36)
C (1.38, 3.85, 5.07)
C (1.11, -3.32, -1.02)
O (0.03, 1.91, 5.04)
H (1.26, -0.51, -2.93)
O (0.68, 1.41, 0.99)
O (3.60, 1.71, -1.28)
H (-1.84, 0.49, -4.63)
Au (1.08, -2.67, 2.07)
N (-0.87, 0.16, -1.37)
H (0.15, -4.80, 1.11)
C (2.15, 4.78, 4.38)
C (2.37, 4.65, 3.00)
H (-0.82, 2.61, -2.56)
C (-2.03, 0.37, -3.56)
H (-0.40, -5.45, -0.45)
H (1.41, -2.34, -1.43)
H (1.85, -3.59, -0.25)
H (-1.83, -0.97, 1.36)

=====

# C6H19NO4

4 unconnected molecules or ions with the total composition C6H19NO4 in a non-equilibrium geometry (ωB97M-V with the def2-TZVPD basis set, the OMol25 dataset).

Values from the calculation:
- spin multiplicity = 1
- E_tot (eV) = -16209.6887
- energy relative to the best compared isomer or geometry (same formula, charge and spin) (eV) = 1.7399
- molar mass (g mol⁻¹) = 169.22
- HOMO (eV) = -9.9
- SMILES string = CC[C@@H](C)[C@H](N)C=O.O.O.O
- HOMO-LUMO gap (eV) = 10.398
- E_LUMO (eV) = 0.5

Cartesian coordinates (Å):
O (-3.06, -0.06, -2.10)
H (0.68, 2.31, -1.65)
H (1.61, 0.20, 0.27)
C (0.48, 0.12, -1.62)
O (2.62, -0.61, 2.62)
C (0.24, -1.45, 0.38)
C (-0.90, -2.02, -0.46)
H (-2.95, -0.86, -1.60)
H (2.42, -1.26, 1.98)
H (2.23, 1.37, -1.80)
H (-1.43, 0.70, 0.40)
C (-0.41, 0.96, 0.60)
H (-0.25, 1.96, 0.25)
H (-0.04, -1.43, 1.45)
H (-0.56, 0.10, -1.91)
H (1.94, -2.26, -0.56)
H (1.27, -3.21, 0.56)
H (-0.31, 0.96, 1.69)
O (-2.05, -1.71, -0.23)
C (0.55, -0.02, -0.07)
N (1.46, -2.27, 0.33)
H (-2.38, 2.57, 2.88)
H (-3.09, 0.63, -1.49)
H (-0.69, -2.64, -1.27)
H (1.95, -0.03, 2.57)
H (1.11, 1.48, -3.18)
C (1.16, 1.41, -2.10)
H (0.97, -0.74, -2.13)
O (-1.48, 2.73, 2.69)
H (-1.11, 3.07, 3.52)

=====

# C28H46BO20

6 unconnected molecules or ions with the total composition C28H46BO20 (ωB97M-V with the def2-TZVPD basis set, the OMol25 dataset).

Values from the calculation:
- total charge = -1
- spin multiplicity = 1
- E_tot (eV) = -71411.8897
- molar mass (g mol⁻¹) = 713.47
- HOMO (eV) = -4.5
- HOMO-LUMO gap (eV) = 6.408
- E_LUMO (eV) = 2.0

Cartesian coordinates (Å):
H (2.77, -4.59, 1.80)
O (1.03, -2.25, 4.28)
H (-3.83, -2.12, -3.10)
C (-0.14, 3.62, 2.01)
C (3.41, 2.41, -6.36)
H (-5.25, 2.47, 2.64)
H (-4.45, -0.82, -5.75)
C (4.64, 0.68, -4.93)
H (-3.81, 1.86, 4.53)
O (2.74, 3.26, -1.01)
C (-4.49, 2.72, 4.65)
O (1.81, -0.34, 3.34)
C (2.77, -0.43, -4.35)
O (-4.26, 1.36, -0.73)
H (1.07, -4.22, 4.89)
H (-6.58, 2.09, 4.74)
H (-0.82, -4.85, -3.07)
O (-4.17, -0.71, -1.63)
H (3.38, -3.58, 4.62)
H (4.26, -1.96, -0.42)
C (2.87, 2.15, -0.62)
H (5.39, -0.89, -1.26)
H (-2.42, 0.68, 0.28)
C (-0.51, -3.94, -2.57)
C (0.67, 4.32, 3.01)
O (2.36, 0.64, -5.07)
H (4.45, 0.32, 0.72)
H (-0.39, -4.90, -0.64)
H (1.80, -0.35, -0.64)
O (4.10, -0.37, -4.12)
O (1.45, -4.97, -1.55)
B (-1.43, 2.79, 2.74)
C (1.91, -1.50, 3.57)
C (0.73, -3.06, -0.51)
C (-1.06, 1.19, 2.84)
H (0.03, -2.65, 0.22)
H (-6.07, 3.08, 6.12)
C (-4.25, 0.65, -1.68)
O (2.03, 1.49, 0.20)
H (3.13, -5.64, 3.19)
C (2.80, -3.59, 3.70)
H (0.49, 2.87, 1.53)
H (3.76, -1.11, -1.89)
O (-1.51, 0.97, 0.45)
H (5.48, 1.14, -4.41)
C (-4.85, 3.29, 3.27)
H (-0.05, 1.08, 3.26)
H (-3.94, 3.50, 5.18)
H (-0.50, 4.31, 1.24)
O (0.61, 5.70, 2.91)
H (-4.30, 0.95, -5.69)
H (3.33, 2.23, -4.21)
O (-4.30, 1.06, -2.97)
H (-1.74, 0.68, 3.53)
O (2.91, -2.29, 3.10)
C (-3.96, -0.05, -3.82)
C (3.85, 0.14, -0.18)
O (1.88, -3.62, 0.16)
C (-5.75, 2.29, 5.43)
O (-3.80, 3.94, 2.63)
C (4.35, -1.03, -0.98)
C (0.22, -4.26, -1.29)
H (-1.55, 3.20, 3.89)
C (2.38, 0.10, 0.16)
H (-5.47, -1.42, -3.06)
H (0.98, 6.02, 3.75)
H (-5.68, 4.01, 3.40)
C (3.44, 1.60, -5.09)
H (4.97, 0.26, -5.88)
O (2.06, -1.30, -3.96)
H (3.43, 1.76, -7.23)
C (2.34, -4.64, -0.59)
O (3.38, -5.20, -0.40)
H (-5.73, 0.16, -5.01)
H (-5.58, 1.39, 6.02)
H (4.27, 3.08, -6.39)
C (-1.03, 0.35, 1.59)
H (-1.39, -3.35, -2.34)
C (-4.40, -1.21, -2.95)
H (-2.88, -0.05, -3.94)
O (-0.57, -0.77, 1.50)
H (1.07, -2.27, -1.18)
O (3.90, 1.34, -0.99)
H (0.14, -3.38, -3.23)
C (-2.87, 3.06, 1.95)
H (2.50, 3.02, -6.40)
H (4.36, -4.53, 2.55)
H (0.73, -3.95, 3.16)
H (-3.39, 2.11, 1.77)
C (1.32, -3.62, 4.02)
O (1.34, 3.84, 3.91)
C (-4.65, 0.07, -5.15)
H (-2.70, 3.52, 0.97)
C (3.29, -4.65, 2.75)
H (2.16, -0.39, 1.11)